No. 1
11 unconnected molecules or ions with the total composition C44H65N5O20S6 at a distorted geometry. Source: OMol25; level of theory: wB97M-V/def2-TZVPD.

ORCA input file:
```
! wB97M-V def2-TZVPD RIJCOSX def2/J DEFGRID3
* xyz 0 1
O -17.76 -24.37 -14.39
S -16.55 -24.50 -13.62
O -15.54 -25.38 -14.09
O -16.09 -22.96 -13.50
C -14.74 -22.56 -13.08
C -14.65 -21.07 -12.99
C -16.88 -24.77 -12.02
H -14.08 -23.07 -13.77
H -14.62 -23.06 -12.09
H -14.86 -20.59 -13.96
H -13.65 -20.87 -12.64
H -15.39 -20.72 -12.26
H -17.60 -24.07 -11.64
H -15.93 -24.71 -11.51
H -17.20 -25.80 -12.08
O -8.93 -13.62 -8.15
S -9.59 -14.35 -9.19
O -8.77 -15.09 -10.09
O -10.69 -15.25 -8.63
C -10.19 -16.48 -8.03
C -11.15 -17.00 -7.10
C -10.66 -13.24 -10.10
H -9.17 -16.41 -7.68
H -10.03 -17.22 -8.83
H -11.33 -16.27 -6.33
H -10.83 -17.90 -6.59
H -12.08 -17.28 -7.63
H -10.31 -12.23 -9.99
H -11.69 -13.35 -9.83
H -10.56 -13.48 -11.16
C -8.06 -23.91 -10.16
C -7.12 -23.73 -9.16
C -7.34 -22.71 -8.22
C -8.54 -21.98 -8.29
C -9.47 -22.12 -9.33
C -9.22 -23.13 -10.23
N -8.75 -21.01 -7.27
O -9.86 -20.55 -7.16
O -7.81 -20.75 -6.54
H -8.02 -24.79 -10.82
H -6.29 -24.39 -9.05
H -6.56 -22.59 -7.48
H -10.25 -21.40 -9.47
H -9.96 -23.41 -10.98
C -22.17 -21.84 -11.90
C -22.03 -21.35 -10.62
C -20.80 -21.30 -10.04
C -19.75 -21.70 -10.85
C -19.83 -22.26 -12.12
C -21.10 -22.32 -12.68
N -18.47 -21.72 -10.18
O -17.51 -22.19 -10.81
O -18.45 -21.30 -9.03
H -23.15 -21.83 -12.38
H -22.90 -20.89 -10.14
H -20.61 -20.91 -9.08
H -18.93 -22.68 -12.54
H -21.25 -22.77 -13.68
C -12.67 -19.27 -4.26
C -12.83 -19.30 -2.89
C -12.28 -20.29 -2.12
C -11.46 -21.23 -2.80
C -11.20 -21.19 -4.16
C -11.80 -20.19 -4.89
N -10.73 -22.23 -2.02
O -10.26 -23.21 -2.60
O -10.72 -21.97 -0.82
H -13.28 -18.60 -4.86
H -13.40 -18.51 -2.44
H -12.38 -20.23 -1.06
H -10.55 -21.89 -4.62
H -11.63 -20.16 -5.96
C -14.52 -11.90 -8.53
C -13.68 -13.02 -8.37
C -13.90 -14.19 -9.05
C -15.02 -14.19 -9.90
C -15.99 -13.18 -9.98
C -15.72 -12.02 -9.27
N -15.22 -15.38 -10.68
O -14.20 -15.98 -11.01
O -16.35 -15.74 -11.01
H -14.37 -11.10 -7.86
H -12.78 -13.07 -7.73
H -13.28 -15.09 -9.07
H -16.85 -13.28 -10.65
H -16.41 -11.22 -9.39
C -16.09 -20.50 -5.26
C -17.26 -20.91 -5.92
C -18.03 -22.00 -5.52
C -17.43 -22.76 -4.48
C -16.29 -22.34 -3.83
C -15.62 -21.20 -4.16
N -18.11 -23.94 -4.00
O -19.31 -23.93 -4.18
O -17.45 -24.77 -3.38
H -15.60 -19.60 -5.57
H -17.55 -20.28 -6.73
H -18.99 -22.15 -5.99
H -15.93 -22.99 -3.04
H -14.71 -20.84 -3.68
C -9.52 -17.43 -12.06
S -9.34 -19.09 -11.39
O -10.38 -19.22 -10.34
C -9.93 -19.92 -12.84
H -8.83 -16.78 -11.49
H -10.52 -17.11 -11.83
H -9.27 -17.37 -13.09
H -9.10 -19.90 -13.57
H -10.87 -19.44 -13.16
H -10.08 -20.96 -12.53
C -22.11 -17.62 -8.88
S -21.26 -18.17 -7.44
O -21.58 -19.61 -7.29
C -19.65 -18.03 -8.26
H -22.03 -16.55 -8.97
H -23.16 -17.82 -8.73
H -21.70 -18.12 -9.75
H -19.55 -17.08 -8.74
H -19.63 -18.86 -8.97
H -18.83 -18.23 -7.58
C -13.74 -22.25 -7.10
S -15.19 -22.21 -8.18
O -14.61 -22.16 -9.58
C -15.78 -23.88 -7.92
H -12.96 -22.99 -7.40
H -13.93 -22.35 -6.07
H -13.25 -21.39 -7.50
H -16.50 -24.02 -8.76
H -16.49 -23.92 -7.11
H -15.01 -24.61 -7.87
C -16.11 -19.11 -9.76
S -14.81 -18.16 -8.91
O -14.86 -18.61 -7.46
C -13.49 -19.06 -9.75
H -16.22 -18.59 -10.73
H -17.06 -19.05 -9.23
H -15.74 -20.11 -9.78
H -13.59 -20.12 -9.51
H -12.52 -18.61 -9.54
H -13.69 -18.89 -10.81
*
```

Atom charges from the Mulliken analysis, given in e for atoms 1 to 4:
1 O -0.654
2 S 1.230
3 O -0.672
4 O -0.269

---

No. 2
A molecular structure, C44H66Br51NO2S2 at a distorted geometry. Source: OMol25; level of theory: wB97M-V/def2-TZVPD.

ORCA input file:
```
! wB97M-V def2-TZVPD RIJCOSX def2/J DEFGRID3
* xyz 0 1
C 1.68 -1.00 -0.13
C 3.10 -0.28 0.19
C 3.25 1.06 -0.74
C 3.98 0.62 -2.09
C 4.05 1.76 -3.23
C 3.08 1.37 -4.45
C 1.59 0.95 -3.96
C 0.46 1.29 -5.04
N -0.83 0.58 -4.84
C -1.01 -0.59 -5.77
C -0.82 -1.94 -4.91
C 0.19 -2.97 -5.62
C 0.42 -4.31 -4.75
C -0.98 -4.96 -4.28
C -1.48 -4.45 -2.83
C -3.11 -4.34 -2.89
C -3.76 -5.79 -3.07
C -2.00 1.47 -5.08
S -2.22 2.35 -6.52
S -3.37 1.65 -3.83
C -4.98 1.97 -4.75
C -6.09 2.24 -3.62
C -7.59 2.38 -4.21
C -8.67 1.48 -3.39
O -10.01 2.01 -3.58
C -10.97 1.07 -4.06
O -11.08 0.95 -5.31
C -11.77 0.24 -2.97
C -13.32 0.66 -2.79
C -14.15 -0.73 -2.60
Br -14.06 1.77 -4.25
C -8.40 -0.05 -3.81
Br -8.01 -0.61 -5.69
C -8.42 -1.13 -2.86
C -8.67 -0.97 -1.30
Br -8.07 -3.01 -3.50
H 1.13 -1.11 0.88
H 1.05 -0.36 -0.84
H 1.85 -2.04 -0.61
H 3.15 0.06 1.29
H 3.95 -1.03 -0.02
H 2.19 1.46 -0.89
H 3.93 1.80 -0.17
H 3.55 -0.34 -2.56
H 5.08 0.35 -1.82
H 5.14 1.85 -3.58
H 3.71 2.76 -2.76
H 3.60 0.51 -5.03
H 3.02 2.25 -5.17
H 1.44 1.46 -2.95
H 1.66 -0.19 -3.73
H 0.93 1.09 -6.08
H 0.28 2.42 -4.99
H -2.10 -0.54 -6.14
H -0.34 -0.55 -6.70
H -1.86 -2.40 -4.77
H -0.42 -1.72 -3.85
H -0.25 -3.26 -6.63
H 1.20 -2.42 -5.71
H 1.06 -5.02 -5.38
H 1.02 -4.02 -3.82
H -1.81 -4.86 -5.07
H -0.78 -6.10 -4.18
H -1.13 -5.13 -1.97
H -1.08 -3.41 -2.60
H -3.34 -3.66 -3.79
H -3.47 -3.88 -1.91
H -3.81 -6.34 -2.07
H -3.24 -6.45 -3.85
H -4.85 -5.64 -3.41
H -5.27 1.05 -5.39
H -4.84 2.83 -5.48
H -6.10 1.32 -2.94
H -5.79 3.20 -3.07
H -7.92 3.49 -4.17
H -7.54 2.12 -5.32
H -8.37 1.60 -2.28
H -11.64 -0.86 -3.21
H -11.26 0.45 -1.95
H -13.45 1.22 -1.80
H -13.47 -1.43 -1.98
H -15.15 -0.57 -2.09
H -14.21 -1.21 -3.64
H -8.14 -1.86 -0.79
H -8.21 -0.02 -0.89
H -9.77 -1.04 -0.98
C 3.30 3.98 2.63
Br 3.31 4.63 0.81
Br 2.53 2.20 2.76
Br 5.07 4.05 3.43
H 2.66 4.65 3.21
C 5.85 4.16 7.53
Br 6.81 4.56 9.17
Br 5.88 2.27 7.12
Br 4.04 4.86 7.56
H 6.38 4.67 6.73
C 6.51 7.10 -0.79
Br 7.45 7.49 0.86
Br 6.53 5.20 -1.20
Br 4.70 7.81 -0.77
H 7.04 7.60 -1.59
C -12.25 -5.19 -4.28
Br -10.97 -6.59 -3.88
Br -13.76 -5.22 -3.06
Br -11.40 -3.45 -4.36
H -12.64 -5.40 -5.28
C 2.72 1.15 10.05
Br 3.95 2.35 10.97
Br 2.09 1.92 8.39
Br 3.50 -0.61 9.79
H 1.86 1.02 10.70
C 9.17 5.64 5.34
Br 10.11 6.03 6.98
Br 9.18 3.74 4.93
Br 7.36 6.36 5.35
H 9.70 6.14 4.53
C -14.46 -8.46 -0.36
Br -15.37 -9.00 -1.98
Br -12.53 -8.67 -0.52
Br -14.94 -6.65 0.16
H -14.79 -9.12 0.43
C 12.95 3.88 9.44
Br 12.31 2.85 7.93
Br 13.18 5.75 9.00
Br 11.81 3.64 11.00
H 13.93 3.49 9.70
C 6.53 -2.27 -3.17
Br 5.91 -3.29 -4.70
Br 6.74 -0.39 -3.59
Br 5.40 -2.53 -1.62
H 7.52 -2.65 -2.91
C 10.83 -0.22 12.05
Br 12.69 -0.16 11.54
Br 10.49 0.77 13.69
Br 9.66 0.35 10.61
H 10.59 -1.27 12.26
C -8.57 -0.54 -10.07
Br -9.65 -0.08 -8.53
Br -9.13 -2.21 -10.88
Br -8.51 0.90 -11.37
H -7.55 -0.69 -9.72
C 6.64 -1.94 13.15
Br 6.00 -0.11 13.05
Br 6.54 -2.83 11.43
Br 8.43 -2.03 13.90
H 5.98 -2.48 13.83
C -6.57 -4.02 -13.26
Br -6.68 -2.86 -14.81
Br -6.92 -5.88 -13.72
Br -4.89 -3.82 -12.32
H -7.36 -3.72 -12.57
C 14.98 3.38 4.26
Br 15.93 3.78 5.91
Br 14.99 1.48 3.86
Br 13.18 4.10 4.27
H 15.52 3.88 3.46
C 14.58 -3.65 13.85
Br 14.38 -4.87 12.36
Br 15.98 -2.34 13.52
Br 12.90 -2.80 14.31
H 14.89 -4.24 14.71
C 4.40 7.62 11.70
Br 4.25 8.69 10.09
Br 4.02 5.75 11.35
Br 6.11 7.86 12.57
H 3.64 7.97 12.39
*
```

Atom charges from the Mulliken analysis, given in e for atoms 1 to 4:
1 C -0.763
2 C 0.086
3 C -0.555
4 C -0.272

---

| no. | lowest unoccupied orbital energy (eV) | highest occupied orbital energy (Ha) | molecular weight (Da) |
| --- | --- | --- | --- |
| 1 | -1.021 | -0.329 | 1176.4 |
| 2 | -0.338 | -0.312 | 4780.3 |